C10H13N2 | ωB97M-V with the def2-TZVPD basis set

Geometry as XYZ:
```
25
Properties=species:S:1:pos:R:3:forces:R:3
C 1.758 -1.364 -0.150 -0.822 -1.151 -0.911
C 3.099 -1.071 -0.167 0.258 3.496 0.363
C 2.698 1.205 0.051 -0.655 0.102 1.017
C 1.344 1.003 0.021 -2.427 -3.138 -0.206
C 0.841 -0.358 -0.104 2.282 2.599 0.992
C 0.162 1.807 0.210 -0.979 0.326 -0.473
C -0.981 1.101 0.111 1.420 0.147 -0.212
C -2.377 1.555 0.321 -0.895 -0.240 0.013
C -1.232 -1.125 1.113 -2.001 -1.110 -1.012
C -1.040 -1.079 -1.423 -1.548 3.907 -0.346
N 3.545 0.201 0.011 0.520 -1.130 -0.663
N -0.608 -0.418 -0.069 -0.522 1.149 -0.538
H 1.459 -2.367 -0.347 -0.215 -0.828 0.170
H 3.890 -1.722 -0.385 0.593 -1.390 0.079
H 3.009 2.202 0.296 0.762 0.310 -0.252
H 0.151 2.882 0.369 0.022 -0.202 0.055
H -2.350 2.459 0.964 0.067 -0.532 -0.362
H -2.877 0.736 0.968 -0.168 1.801 -1.641
H -2.892 1.899 -0.658 0.477 -1.147 1.657
H -2.072 -0.481 1.513 1.422 -1.237 -0.233
H -1.685 -2.065 0.685 0.317 0.926 0.644
H -0.536 -1.438 1.860 0.684 0.323 0.380
H -2.196 -1.003 -1.496 2.187 -0.316 -0.010
H -0.482 -0.537 -2.258 -1.151 -0.279 1.159
H -0.630 -2.022 -1.440 0.373 -2.388 0.334
```
Positions in Å, forces in eV/Å.

net charge	+1
F_max	4.217	eV/Å
frontier orbital gap	9.06	eV
SMILES	CC1=Cc2cnccc2[N+]1(C)C
energy relative to the best compared isomer or geometry (same formula, charge and spin)	2.972	eV
E_LUMO	-3.76	eV

C10H13N2 | ωB97M-V with the def2-TZVPD basis set

Geometry as XYZ:
```
25
Properties=species:S:1:pos:R:3:forces:R:3
C 3.571 -0.679 -0.181 0.360 -1.837 3.339
C 2.905 -1.328 0.883 -0.682 0.454 -0.919
C 2.940 0.326 -0.817 -0.723 0.546 -1.857
C 1.642 -0.906 1.288 2.820 1.127 -0.972
C 1.643 0.624 -0.509 -1.490 1.249 1.307
C 0.004 0.940 1.159 0.259 -0.745 2.036
C 0.565 1.615 -0.986 0.468 -0.636 -1.406
C -3.051 -0.016 0.881 -0.523 -0.187 0.751
C -3.078 -1.098 -1.441 -0.388 3.731 1.548
C -2.615 -0.982 -0.211 0.709 -2.303 1.303
N -0.133 1.822 0.243 -1.664 0.582 -0.281
N 1.121 0.153 0.706 -0.130 0.611 -3.357
H 4.637 -0.845 -0.278 -0.147 -0.182 -0.442
H 3.327 -2.053 1.527 0.765 -0.729 0.138
H 3.518 0.779 -1.586 -0.227 0.764 -0.751
H 1.371 -1.066 2.255 -1.527 -1.032 2.424
H 0.831 2.583 -1.385 0.821 0.026 -0.249
H -0.124 1.142 -1.770 0.908 0.317 1.045
H -2.175 0.577 1.237 -1.032 -0.735 0.384
H -3.552 -0.663 1.719 1.337 1.260 -1.261
H -3.868 0.709 0.614 0.844 -0.765 -0.328
H -0.899 2.503 0.319 0.506 -0.454 -0.126
H -3.559 -0.213 -1.847 -0.576 -0.470 -0.355
H -3.032 -1.990 -1.903 0.557 -2.527 -2.155
H -1.988 -1.933 0.082 -1.246 1.932 0.183
```
Positions in Å, forces in eV/Å.

net charge	+1
F_max	4.058	eV/Å
frontier orbital gap	7.10	eV
energy relative to the best compared isomer or geometry (same formula, charge and spin)	4.672	eV
E_LUMO	-5.15	eV

C10H13N2O | ωB97M-V with the def2-TZVPD basis set

Geometry as XYZ:
```
26
Properties=species:S:1:pos:R:3:forces:R:3
C 0.157 -1.279 -0.072 -0.389 -0.741 -0.229
C -1.279 -1.412 -0.054 0.358 -2.268 0.696
C 0.449 0.073 -0.097 -3.385 -0.363 0.315
C -3.456 1.470 -0.007 3.007 -0.571 0.654
C -2.361 2.438 0.071 -1.644 1.279 -0.443
C -3.239 0.154 0.030 1.971 1.851 -0.186
C -1.084 2.039 -0.045 -3.009 0.345 0.567
C -2.166 -2.608 0.019 2.330 -1.293 -4.758
C 3.777 1.344 -0.005 -0.885 -0.422 -2.918
C 2.845 0.097 0.137 -1.493 2.698 2.297
N -1.892 -0.266 0.062 1.519 1.616 -0.822
N -0.912 0.680 -0.053 5.565 1.044 -0.109
O 1.556 0.794 -0.089 -2.515 -0.029 -0.218
H 0.899 -2.118 -0.070 -1.084 0.946 -0.044
H -4.418 1.790 -0.076 -2.576 0.985 -0.082
H -2.707 3.505 0.131 0.946 -1.187 -0.158
H -3.973 -0.556 -0.010 -1.444 -1.859 -0.110
H -0.312 2.763 -0.119 1.091 -0.284 0.035
H -2.856 -2.529 0.748 -2.383 0.193 2.482
H -2.684 -2.874 -1.016 0.946 0.852 2.040
H -1.503 -3.441 0.189 -0.113 -0.514 0.292
H 3.584 2.158 0.651 -0.281 0.093 1.074
H 4.754 0.995 0.053 1.972 -0.330 0.493
H 3.746 1.882 -1.057 -0.407 -1.606 1.754
H 2.682 -0.294 1.242 1.107 0.372 -2.355
H 2.863 -0.626 -0.644 0.797 -0.809 -0.265
```
Positions in Å, forces in eV/Å.

net charge	+1
F_max	5.663	eV/Å
frontier orbital gap	8.78	eV
SMILES	CCOc1cc(C)n2cccc[n+]12
energy relative to the best compared isomer or geometry (same formula, charge and spin)	4.153	eV
E_LUMO	-3.23	eV